Record 1
Density functional theory data (ωB97M-V/def2-TZVPD) for a 2-piece molecular cluster, C4H13NO2 overall at a distorted geometry.

```
! wB97M-V def2-TZVPD RIJCOSX def2/J DEFGRID3
* xyz 0 1
C 2.599 0.102 1.318
N 1.755 0.572 0.284
C 2.337 0.858 -0.986
C 0.548 -0.307 0.313
C -0.507 0.000 -0.904
O -1.905 -0.048 -0.628
H 3.329 0.955 1.369
H 3.206 -0.862 1.117
H 2.134 0.027 2.288
H 3.206 1.388 -0.807
H 2.518 -0.124 -1.364
H 1.689 1.402 -1.579
H 0.843 -1.369 0.250
H -0.088 -0.269 1.215
H -0.303 1.074 -1.192
H -0.332 -0.699 -1.845
H -2.247 0.399 0.164
O -6.244 -1.370 0.563
H -6.877 -1.242 -0.097
H -5.660 -0.489 0.522
*
```

Summary:
Orbital gap = 8.927 eV
Calculated total energy = -365.3454 hartree
LUMO energy = 0.6 eV
Structure (SMILES) = CN(C)CCO.O
HOMO = -8.35 eV
Energy above the lowest of the compared OMol25 structures with the same formula, charge and spin = 60.91 kcal/mol

Atomic partial charges in e from the Mulliken method, atoms 1 to 5: C -0.99; N -0.07; C -1.06; C -0.51; C -0.31



Record 2
Density functional theory data (ωB97M-V/def2-TZVPD) for a 2-piece molecular cluster, C4H13NO2 overall at a distorted geometry.

```
! wB97M-V def2-TZVPD RIJCOSX def2/J DEFGRID3
* xyz 0 1
C 10.673 9.705 10.479
O 9.416 10.268 10.270
C 9.349 10.871 8.972
C 9.256 9.849 7.853
C 8.865 10.307 6.452
N 8.396 8.803 8.318
H 10.735 8.772 9.919
H 10.653 9.546 11.557
H 11.558 10.332 10.374
H 8.493 11.524 8.802
H 10.180 11.436 8.548
H 10.254 9.423 7.750
H 7.918 10.844 6.510
H 8.665 9.443 5.817
H 9.514 10.961 5.870
H 8.739 7.882 8.085
H 8.608 8.855 9.304
O 13.103 9.855 7.531
H 13.985 9.492 7.614
H 12.750 9.447 6.741
*
```

Summary:
Orbital gap = 9.682 eV
Calculated total energy = -365.3781 hartree
LUMO energy = 0.6 eV
Structure (SMILES) = COC[C@H](C)N.O
HOMO = -9.10 eV
Energy above the lowest of the compared OMol25 structures with the same formula, charge and spin = 40.39 kcal/mol

Atomic partial charges in e from the Mulliken method, atoms 1 to 5: C -0.64; O -0.46; C -0.64; C 0.53; C -1.46



Record 3
Density functional theory data (ωB97M-V/def2-TZVPD) for a 3-piece molecular cluster, C4H13NO2 overall at a distorted geometry.

```
! wB97M-V def2-TZVPD RIJCOSX def2/J DEFGRID3
* xyz 0 1
C -2.320 -0.712 1.232
C -1.335 0.377 1.356
C -0.333 0.650 0.512
N 0.480 1.778 0.542
C 1.556 1.973 -0.366
H -2.137 -1.439 2.046
H -2.104 -1.341 0.356
H -3.384 -0.493 1.240
H -1.740 1.182 1.978
H -0.268 -0.033 -0.330
H 0.345 2.249 1.417
H 2.535 1.964 0.129
H 1.561 2.906 -0.950
H 1.556 1.197 -1.124
O -0.283 -2.065 -2.082
H -1.142 -2.273 -2.536
H 0.216 -2.830 -2.372
O 2.166 -0.994 -0.781
H 2.432 -1.732 -0.207
H 2.198 -0.365 -0.059
*
```

Summary:
Orbital gap = 7.990 eV
Calculated total energy = -365.3757 hartree
LUMO energy = 0.7 eV
Structure (SMILES) = C/C=C/NC.O.O
HOMO = -7.26 eV
Energy above the lowest of the compared OMol25 structures with the same formula, charge and spin = 41.90 kcal/mol

Atomic partial charges in e from the Mulliken method, atoms 1 to 5: C -0.99; C -0.35; C 0.12; N -0.19; C -1.01



Record 4
Density functional theory data (ωB97M-V/def2-TZVPD) for a 2-piece molecular cluster, C4H13NO2 overall at a distorted geometry.

```
! wB97M-V def2-TZVPD RIJCOSX def2/J DEFGRID3
* xyz 0 1
C -2.227 0.390 -2.031
C -1.572 -0.248 -0.794
O -2.494 -0.758 0.147
C -0.540 0.690 -0.183
C 0.362 0.037 0.878
N 1.432 -0.748 0.344
H -2.142 1.482 -2.055
H -3.303 0.233 -2.079
H -1.818 0.079 -2.983
H -1.020 -1.071 -1.252
H -2.984 -0.011 0.513
H 0.074 0.914 -1.046
H -0.809 1.696 0.150
H 0.684 0.901 1.464
H -0.228 -0.564 1.575
H 1.253 -1.267 -0.493
H 2.391 -0.795 0.618
O 4.188 -0.509 2.075
H 3.762 0.210 2.561
H 4.990 -0.663 2.592
*
```

Summary:
Orbital gap = 9.013 eV
Calculated total energy = -365.4005 hartree
LUMO energy = 0.8 eV
Structure (SMILES) = C[C@H](O)CCN.O
HOMO = -8.24 eV
Energy above the lowest of the compared OMol25 structures with the same formula, charge and spin = 26.34 kcal/mol

Atomic partial charges in e from the Mulliken method, atoms 1 to 5: C -1.37; C 0.57; O -0.56; C -1.20; C -0.29



Record 5
Density functional theory data (ωB97M-V/def2-TZVPD) for a 4-piece molecular cluster, C4H13NO2 overall at a distorted geometry.

```
! wB97M-V def2-TZVPD RIJCOSX def2/J DEFGRID3
* xyz 0 1
C 1.586 0.039 0.009
N 0.758 -0.074 -1.160
C -0.600 2.721 0.830
C -2.233 1.057 -0.391
C -1.377 2.146 -0.159
H 1.676 1.115 0.262
H 1.116 -0.467 0.868
H 2.541 -0.454 -0.152
H -0.216 0.038 -0.943
H -0.222 3.702 0.595
H -0.477 2.262 1.808
H -2.878 1.217 -1.248
H -2.091 0.030 -0.074
H -1.696 2.924 -0.844
H -0.444 -2.064 1.843
H 0.319 -2.273 0.431
O -0.569 -2.068 0.893
H 1.986 -3.428 0.104
H 0.962 -0.949 -1.643
O 1.761 -2.554 -0.236
*
```

Summary:
Orbital gap = 3.154 eV
Calculated total energy = -365.1661 hartree
LUMO energy = -4.1 eV
HOMO = -7.29 eV
Energy above the lowest of the compared OMol25 structures with the same formula, charge and spin = 173.41 kcal/mol

Atomic partial charges in e from the Mulliken method, atoms 1 to 5: C -0.68; N -0.50; C -0.58; C -0.40; C 0.16



Record 6
Density functional theory data (ωB97M-V/def2-TZVPD) for a 3-piece molecular cluster, C4H13NO2 overall at a distorted geometry.

```
! wB97M-V def2-TZVPD RIJCOSX def2/J DEFGRID3
* xyz 0 1
C -1.691 -0.800 -0.795
C -0.458 -0.455 -1.204
N 0.197 0.727 -0.794
C 1.592 0.521 -0.379
C 2.652 0.384 -1.466
H -2.411 -1.300 -1.419
H -1.806 -0.398 0.209
H 0.174 -0.882 -1.982
H -0.327 1.235 -0.089
H 1.828 1.374 0.275
H 1.667 -0.197 0.449
H 3.484 1.069 -1.294
H 3.070 -0.620 -1.508
H 2.212 0.701 -2.410
O 0.582 -1.144 2.371
H -0.134 -0.550 2.529
H 0.253 -2.024 2.181
O -3.615 0.568 2.105
H -3.446 0.264 1.211
H -3.823 1.527 2.011
*
```

Summary:
Orbital gap = 9.103 eV
Calculated total energy = -365.3698 hartree
LUMO energy = 0.7 eV
Structure (SMILES) = C=CNCC.O.O
HOMO = -8.42 eV
Energy above the lowest of the compared OMol25 structures with the same formula, charge and spin = 45.64 kcal/mol

Atomic partial charges in e from the Mulliken method, atoms 1 to 5: C -0.49; C -0.02; N -0.32; C -0.29; C -1.21



Record 7
Density functional theory data (ωB97M-V/def2-TZVPD) for a 3-piece molecular cluster, C4H13NO2 overall at a distorted geometry.

```
! wB97M-V def2-TZVPD RIJCOSX def2/J DEFGRID3
* xyz 0 1
C -1.691 -0.128 0.919
C -0.750 -1.013 0.423
C -1.018 -2.102 -0.597
N 0.603 -0.736 0.759
C 1.655 -1.023 -0.249
H -2.669 -0.186 0.446
H -1.647 0.101 1.975
H -0.101 -2.671 -0.765
H -1.768 -2.692 -0.048
H -1.532 -1.772 -1.542
H 0.537 0.139 1.252
H 2.032 -1.988 0.030
H 1.249 -1.022 -1.274
H 2.424 -0.259 -0.233
O 2.292 2.369 0.127
H 1.423 2.527 -0.258
H 2.329 2.910 0.918
O -0.741 2.642 -0.708
H -1.047 1.839 -0.257
H -1.580 3.064 -0.917
*
```

Summary:
Orbital gap = 8.608 eV
Calculated total energy = -365.3804 hartree
LUMO energy = 0.8 eV
Structure (SMILES) = C=C(C)NC.O.O
HOMO = -7.81 eV
Energy above the lowest of the compared OMol25 structures with the same formula, charge and spin = 38.97 kcal/mol

Atomic partial charges in e from the Mulliken method, atoms 1 to 5: C -1.76; C 1.17; C -1.25; N -0.28; C -0.97



Record 8
Density functional theory data (ωB97M-V/def2-TZVPD) for a 2-piece molecular cluster, C4H13NO2S overall at a distorted geometry.

```
! wB97M-V def2-TZVPD RIJCOSX def2/J DEFGRID3
* xyz 0 1
C 1.315 -0.401 0.901
C 0.890 -0.701 -0.572
C 0.916 -2.191 -0.950
S 0.388 -3.433 0.298
N -0.442 -0.167 -0.951
C -0.450 1.225 -1.274
O -0.310 2.113 -0.142
H 0.586 -0.745 1.637
H 2.237 -0.958 1.047
H 1.308 0.681 0.993
H 1.590 -0.078 -1.126
H 1.898 -2.488 -1.300
H 0.200 -2.311 -1.757
H 0.302 -2.642 1.383
H -1.128 -0.368 -0.231
H -1.376 1.534 -1.764
H 0.351 1.459 -1.977
H -1.001 1.909 0.491
O -2.392 2.147 1.708
H -2.874 2.772 1.146
H -2.008 2.643 2.440
*
```

Summary:
Orbital gap = 9.310 eV
Calculated total energy = -763.5993 hartree
LUMO energy = 0.5 eV
Structure (SMILES) = C[C@@H](CS)NCO.O
HOMO = -8.82 eV
Energy above the lowest of the compared OMol25 structures with the same formula, charge and spin = 14.38 kcal/mol

Atomic partial charges in e from the Mulliken method, atoms 1 to 5: C -1.56; C 0.31; C -0.86; S -0.23; N -0.29



Record 9
Density functional theory data (ωB97M-V/def2-TZVPD) for a 4-piece molecular cluster, C4H13NO3 overall at a distorted geometry.

```
! wB97M-V def2-TZVPD RIJCOSX def2/J DEFGRID3
* xyz -1 2
C 0.059 -1.205 0.913
C 1.412 -0.518 0.953
N 1.549 0.113 2.259
C -1.136 -0.616 -3.025
C 0.099 -0.137 -2.711
O 0.480 0.661 -1.826
H 0.039 -2.151 1.415
H -0.406 -0.527 1.587
H -0.656 -1.122 0.028
H 2.278 -1.144 0.892
H 1.356 0.271 0.052
H 2.535 0.377 2.358
H -2.047 -0.349 -2.622
H -1.133 -1.349 -3.811
H 0.892 -0.511 -3.382
H -1.055 2.368 2.655
H 0.698 0.748 2.367
O -0.771 1.609 2.138
H -0.909 1.133 -0.771
H -1.539 1.365 0.756
O -1.743 0.984 -0.224
*
```

Summary:
Orbital gap (alpha / beta) = 7.097 / 4.533 eV
Calculated total energy = -440.5724 hartree
LUMO energy (alpha / beta) = 3.4 / 0.9 eV
HOMO (alpha / beta) = -3.70 / -3.65 eV
Energy above the lowest of the compared OMol25 structures with the same formula, charge and spin = 62.44 kcal/mol

Atomic partial charges in e from the Mulliken method, atoms 1 to 5: C -0.87; C -0.18; N -0.69; C -0.79; C 0.20



Record 10
Density functional theory data (ωB97M-V/def2-TZVPD) for a 2-piece molecular cluster, C4H13NO3 overall at a distorted geometry.

```
! wB97M-V def2-TZVPD RIJCOSX def2/J DEFGRID3
* xyz 0 1
C 0.517 -1.349 -1.389
C -0.629 -0.310 -1.083
O -1.757 -1.057 -1.073
C -0.244 0.411 0.296
N -1.145 1.584 0.548
C -0.386 -0.665 1.568
O -0.219 0.180 2.680
H -0.012 -2.036 -2.219
H 1.333 -0.976 -1.974
H 0.883 -2.059 -0.614
H -0.563 0.546 -1.899
H -2.521 -0.598 -0.852
H 0.785 0.710 0.180
H -0.375 2.290 0.774
H -1.877 1.380 1.344
H 0.415 -1.394 1.475
H -1.428 -1.149 1.522
H -0.123 -0.230 3.500
O 3.258 1.067 -1.434
H 2.716 0.356 -1.333
H 2.986 2.025 -1.486
*
```

Summary:
Orbital gap = 9.780 eV
Calculated total energy = -440.5872 hartree
LUMO energy = 0.7 eV
Structure (SMILES) = C[C@@H](O)[C@@H](N)CO.O
HOMO = -9.09 eV
Energy above the lowest of the compared OMol25 structures with the same formula, charge and spin = 80.34 kcal/mol

Atomic partial charges in e from the Mulliken method, atoms 1 to 5: C -1.36; C 0.39; O -0.54; C -0.25; N -0.61